15
Properties=species:S:1:pos:R:3 method="wB97M-V/def2-TZVPD" smiles="CC1(OC=O)CC1" lumo_energy_ev=1.05 total_energy_ha=-345.73280 mol_weight_g_mol=100.12 largest_force_ha_per_bohr=0.023 e_homo_ev=-9.91 e_above_lowest_ev=1.963 orbital_gap_ev=11.0
C -0.555 1.834 -0.284
C -0.132 0.398 -0.098
C -0.752 -0.828 -0.699
C -0.736 -0.638 0.798
O 1.311 0.345 0.051
C 1.840 -0.887 0.220
O 1.718 -1.825 -0.527
H -0.197 2.233 -1.240
H -0.143 2.461 0.516
H -1.645 1.931 -0.266
H -1.670 -0.806 -1.284
H 0.027 -1.531 -1.031
H -1.604 -0.537 1.440
H 0.093 -1.175 1.274
H 2.447 -0.976 1.129

=====

26
Properties=species:S:1:pos:R:3 method="wB97M-V/def2-TZVPD" lumo_energy_ev=0.92 total_energy_ha=-460.91925 mol_weight_g_mol=144.22 largest_force_ha_per_bohr=0.047 e_homo_ev=-7.56 e_above_lowest_ev=5.023 orbital_gap_ev=8.5
C -0.617 0.673 -1.015
C -0.804 0.110 -2.411
N -1.867 0.819 -0.342
N 0.231 1.842 -0.931
H 0.073 0.218 0.435
H 1.187 1.573 -1.152
H -2.651 1.023 -0.949
H -1.816 1.479 0.422
H -0.063 2.566 -1.580
H -1.244 0.880 -3.056
H -1.470 -0.754 -2.419
H 0.159 -0.177 -2.833
C -0.213 -2.025 -0.260
C 1.952 0.494 1.922
C 0.596 -0.754 -0.276
C 0.635 -0.141 1.650
C -0.251 -0.573 2.538
O 1.714 -0.637 -0.770
H -0.110 -2.505 -1.232
H 0.186 -2.702 0.495
H -1.264 -1.850 -0.038
H 2.209 0.411 2.981
H 2.736 0.015 1.333
H 1.935 1.546 1.628
H -0.038 -0.538 3.604
H -1.205 -0.995 2.254

=====

47
Properties=species:S:1:pos:R:3 method="wB97M-V/def2-TZVPD" smiles="CC(=O)Nc1ccc(NC(=O)CSc2nnc3c4ccccc4n(C)c3n2)cc1" lumo_energy_ev=-0.13 total_energy_ha=-1650.19798 mol_weight_g_mol=406.47 largest_force_ha_per_bohr=0.023 e_homo_ev=-8.05 e_above_lowest_ev=0.000 orbital_gap_ev=7.9
C -6.581 -2.185 0.526
C -5.548 -1.182 1.001
O -5.513 -0.751 2.129
N -4.675 -0.836 0.009
C -3.610 0.070 0.046
C -3.257 0.778 1.193
C -2.204 1.669 1.154
C -1.481 1.877 -0.019
C -1.827 1.163 -1.162
C -2.879 0.271 -1.123
H -3.143 -0.274 -2.019
H -1.278 1.317 -2.075
N -0.443 2.813 0.008
C 0.464 3.105 -0.955
O 0.475 2.655 -2.081
C 1.454 4.188 -0.537
H 2.307 4.164 -1.215
H 0.977 5.167 -0.593
S 2.056 4.040 1.179
C 2.572 2.370 1.135
N 3.222 1.923 2.199
N 3.638 0.685 2.231
C 3.386 -0.079 1.190
C 3.677 -1.445 0.868
C 4.352 -2.463 1.527
C 4.450 -3.691 0.901
C 3.888 -3.906 -0.354
C 3.210 -2.904 -1.027
C 3.108 -1.670 -0.409
N 2.495 -0.512 -0.869
C 2.658 0.439 0.064
N 2.245 1.692 0.034
C 1.801 -0.358 -2.120
H 1.451 0.671 -2.197
H 2.471 -0.578 -2.953
H 0.945 -1.035 -2.160
H 2.779 -3.081 -2.000
H 3.983 -4.877 -0.816
H 4.971 -4.500 1.390
H 4.783 -2.284 2.499
H -0.304 3.265 0.904
H -1.940 2.215 2.048
H -3.811 0.629 2.103
H -4.819 -1.269 -0.893
H -7.242 -2.432 1.352
H -7.169 -1.762 -0.287
H -6.094 -3.092 0.174

=====

15
Properties=species:S:1:pos:R:3 method="wB97M-V/def2-TZVPD" smiles="CCN(C)C=O" lumo_energy_ev=0.89 total_energy_ha=-287.80827 mol_weight_g_mol=87.12 largest_force_ha_per_bohr=0.006 e_homo_ev=-9.34 e_above_lowest_ev=0.658 orbital_gap_ev=10.2
C 1.831 0.117 0.091
C 0.595 0.217 -0.800
N -0.642 0.102 -0.036
C -1.361 -1.151 -0.031
C -1.030 1.158 0.721
O -0.440 2.222 0.780
H 2.744 0.267 -0.495
H 1.889 -0.860 0.584
H 1.786 0.895 0.856
H 0.589 -0.574 -1.558
H 0.585 1.179 -1.321
H -0.720 -1.978 0.299
H -1.750 -1.389 -1.029
H -2.208 -1.082 0.658
H -1.957 0.956 1.293